1.
The following is a DFT calculation (the ωB97M-V functional and the def2-TZVPD basis) of an isolated molecule of C30H33N3O6.

Geometry as XYZ:
```
72
Properties=species:S:1:pos:R:3:forces:R:3
C 7.34085 -0.32271 3.91721 -0.296 -0.021 0.306
C 6.93133 -0.43939 5.38391 0.243 -0.040 -0.094
O 5.73631 -1.16479 5.60517 0.047 -0.119 0.038
C 4.54936 -0.60060 5.09812 -0.224 0.016 0.126
C 4.07447 0.65106 5.86140 0.240 -0.027 -0.339
H 4.59661 0.69438 6.81813 -0.050 -0.035 0.076
H 3.00663 0.56253 6.07296 -0.031 0.004 0.074
C 4.31047 1.95523 5.09426 0.105 -0.056 0.321
N 3.54872 1.98628 3.86806 -0.222 -0.063 0.194
C 4.12101 1.97496 2.64228 -0.261 0.047 0.136
O 5.32285 2.04656 2.46869 0.216 0.083 -0.196
C 3.14477 1.89075 1.51460 -0.234 -0.317 -0.116
C 2.06270 1.04494 1.56493 0.315 0.253 0.018
C 1.17701 0.98003 0.47512 0.097 0.439 -0.547
N 0.08636 0.19079 0.54362 -0.285 -0.211 0.002
C -0.72765 0.15030 -0.48308 0.495 0.229 0.234
C -0.42884 0.87952 -1.68711 0.466 0.230 0.300
N 0.59591 1.69584 -1.73998 -0.219 -0.048 -0.322
C 1.41131 1.78552 -0.67140 -0.043 -0.403 0.610
C 2.53228 2.63794 -0.70102 0.167 0.019 0.181
C 3.38419 2.67449 0.36650 -0.019 0.085 -0.168
H 4.26226 3.30250 0.35798 0.073 0.050 -0.027
H 2.69966 3.23397 -1.58442 0.018 0.062 -0.091
C -1.24072 0.75753 -2.90149 -0.264 0.182 -0.553
C -1.53049 1.88905 -3.64713 0.098 -0.250 0.329
C -2.34593 1.80420 -4.76474 -0.216 -0.091 -0.275
C -2.88124 0.58846 -5.15779 -0.051 -0.148 -0.011
C -2.56217 -0.57753 -4.42003 -0.087 -0.014 -0.135
C -1.73952 -0.48153 -3.31591 0.037 -0.002 -0.295
H -1.46610 -1.36573 -2.76394 -0.081 -0.117 0.033
O -3.12479 -1.73001 -4.87378 0.019 0.455 -0.176
C -2.95084 -2.89965 -4.11284 0.049 -0.228 0.172
H -3.31779 -2.77173 -3.08847 0.027 0.008 -0.020
H -1.90160 -3.21244 -4.08551 -0.034 0.020 0.008
H -3.54000 -3.66450 -4.61611 0.058 0.010 0.074
O -3.71406 0.40139 -6.21555 0.213 -0.257 0.334
C -4.04520 1.51166 -7.01171 -0.057 0.213 -0.126
H -4.57939 2.27597 -6.43689 0.039 -0.027 -0.019
H -3.15730 1.95785 -7.47130 -0.030 -0.010 0.033
H -4.69955 1.12714 -7.79228 0.042 0.075 0.035
H -2.56599 2.70218 -5.31941 -0.058 0.054 -0.088
H -1.12827 2.84079 -3.33882 0.042 0.096 0.026
C -1.93692 -0.66491 -0.33141 -0.362 -0.476 0.220
C -1.85528 -1.89347 0.30433 0.106 0.344 -0.223
C -2.97382 -2.70491 0.41213 -0.323 -0.158 -0.007
C -4.19187 -2.30108 -0.10945 -0.120 0.069 -0.074
C -4.28977 -1.03361 -0.73354 -0.138 -0.086 0.021
C -3.17123 -0.22980 -0.82382 -0.194 -0.073 0.207
H -3.23991 0.74830 -1.27095 -0.077 0.044 -0.114
O -5.52030 -0.71197 -1.21642 0.167 -0.369 0.274
C -5.65286 0.47166 -1.96386 -0.004 0.249 -0.148
H -4.97935 0.47970 -2.82789 -0.001 0.005 0.033
H -5.46683 1.36030 -1.35116 0.006 -0.033 -0.023
H -6.68544 0.48388 -2.30884 0.078 0.053 -0.003
O -5.33882 -3.03005 -0.08227 0.147 0.422 -0.149
C -5.31973 -4.28422 0.55259 0.024 -0.226 0.110
H -5.05571 -4.19637 1.61154 0.006 -0.001 -0.047
H -6.33343 -4.67168 0.46558 0.085 -0.015 0.031
H -4.62579 -4.97507 0.06166 -0.017 0.037 0.030
H -2.87911 -3.66164 0.90013 -0.049 -0.104 0.033
H -0.90697 -2.22038 0.69996 0.092 -0.035 0.044
H 1.87133 0.40075 2.41076 -0.028 -0.052 0.095
H 2.54627 1.91534 3.94167 0.066 0.078 -0.141
H 4.02403 2.80786 5.72058 0.117 -0.041 -0.090
H 5.35825 2.06393 4.80785 -0.095 0.041 0.088
H 4.65045 -0.37175 4.02987 -0.034 -0.054 0.014
H 3.81407 -1.40253 5.20604 0.023 0.126 -0.102
H 7.68340 -1.01426 5.93208 -0.028 0.183 -0.018
H 6.86727 0.55976 5.83711 0.032 -0.054 0.037
H 7.27713 -1.29670 3.43755 0.042 -0.108 -0.052
H 6.71552 0.38163 3.37369 0.006 0.035 -0.077
H 8.36779 0.02805 3.86223 0.130 0.056 -0.033
```
Positions in Å, forces in eV/Å.

Results
HOMO level ... -7.863 eV
Gap between HOMO and LUMO ... 7.499 eV
Energy relative to the best compared isomer or geometry (same formula, charge and spin) ... 136.7 kJ/mol
Molecular weight ... 531.609 g mol⁻¹

***

2.
The following is a DFT calculation (the ωB97M-V functional and the def2-TZVPD basis) of a structure of composition C30H33N4O4PPdS in a non-equilibrium geometry.

Geometry as XYZ:
```
74
Properties=species:S:1:pos:R:3:forces:R:3
Pd 1.26013 0.31535 0.95281 1.000 1.230 0.776
N 3.19754 0.22341 2.01570 -0.127 -0.171 -0.058
C 4.11353 1.13812 1.29756 0.013 -0.034 -0.005
C 4.04608 0.85854 -0.18666 -0.018 0.017 0.016
N 2.65983 1.10549 -0.64618 0.040 -0.132 -0.084
H 3.06795 0.56216 2.96309 -0.057 0.043 -0.029
H 3.59389 -0.71038 2.06086 0.013 -0.016 0.050
H 5.13886 1.03823 1.65831 -0.004 -0.006 -0.008
H 3.77165 2.15228 1.50181 0.012 0.014 0.026
H 4.29883 -0.18372 -0.39578 0.011 0.010 0.012
H 4.76126 1.48975 -0.71676 0.008 -0.013 -0.002
H 2.57908 0.85634 -1.62783 -0.014 0.061 0.005
H 2.48090 2.10859 -0.58245 -0.012 -0.007 -0.041
N 0.24840 3.35634 4.24197 0.097 0.016 -0.128
C 0.84745 2.37332 3.55106 0.000 0.086 0.038
O 1.77857 2.57602 2.78058 -0.025 0.074 -0.097
C 0.37032 0.97230 3.85188 -0.071 -0.020 0.172
C 0.34381 -0.05791 2.72435 -0.032 -0.274 -0.158
H 0.56292 4.30192 4.09851 0.003 0.032 0.018
H -0.50993 3.18891 4.87745 -0.016 -0.016 -0.012
H -0.61766 1.01346 4.31587 0.007 -0.014 0.010
H 1.05037 0.62144 4.63488 -0.027 0.022 0.019
H -0.68247 -0.31636 2.46801 -0.012 0.039 0.057
H 0.83982 -0.96286 3.07910 -0.073 -0.028 -0.072
O -0.72635 0.31654 -1.45576 0.429 -0.279 0.147
C -0.57549 1.56731 -1.02439 -0.129 0.323 0.043
N -0.06122 1.88665 0.10509 -0.127 -0.476 -0.191
S 0.12642 3.60099 0.15393 -0.008 0.137 0.068
O -0.61065 4.12076 1.24947 -0.001 -0.077 0.115
O 1.51990 3.86329 -0.01671 0.050 -0.081 0.042
C -0.71183 3.86148 -1.37495 -0.006 0.027 -0.039
C -1.02059 5.04782 -1.99958 0.016 -0.002 0.023
C -1.65324 4.95686 -3.23780 0.001 0.005 0.000
C -1.95055 3.72449 -3.81265 -0.001 -0.003 0.004
C -1.63044 2.53721 -3.16621 0.007 0.008 0.019
C -1.00694 2.63000 -1.93290 -0.037 -0.024 -0.057
H -0.78384 6.00430 -1.55488 -0.004 0.012 -0.004
H -1.91606 5.86471 -3.76347 -0.001 0.000 -0.003
H -2.43878 3.69303 -4.77661 -0.004 0.002 -0.003
H -1.85982 1.57752 -3.60868 0.004 0.000 -0.010
C -1.55238 -3.78663 -4.29140 -0.005 0.003 0.000
C -2.22981 -2.58414 -4.11304 -0.005 -0.010 -0.012
C -1.92373 -1.77050 -3.04045 0.040 0.018 0.022
C -0.92067 -2.15165 -2.13874 0.033 -0.043 -0.023
C -0.26381 -3.37083 -2.30697 -0.023 0.004 -0.011
C -0.57969 -4.18177 -3.38797 0.011 0.002 0.011
P -0.64370 -1.14409 -0.69189 -1.157 -0.501 -0.262
C 0.75676 -1.87576 0.15856 -0.054 -0.050 -0.416
C 1.98823 -2.02888 -0.50634 0.000 0.059 0.025
C 2.90362 -2.96429 -0.05910 0.015 0.040 0.010
C 2.58689 -3.78269 1.01951 0.012 0.003 0.010
C 1.35894 -3.66240 1.65919 -0.002 0.039 0.027
C 0.44158 -2.71476 1.23929 0.095 0.035 0.076
C -2.14157 -1.21783 0.29393 0.071 0.062 -0.007
C -2.67769 -0.11084 0.95723 0.024 -0.077 -0.026
C -3.87401 -0.23560 1.64336 -0.015 -0.016 0.006
C -4.53432 -1.45682 1.68029 0.004 0.017 0.005
C -4.00622 -2.55774 1.02165 0.000 -0.017 0.001
C -2.81763 -2.44026 0.32097 0.033 -0.040 -0.030
H -1.79452 -4.42095 -5.13337 -0.008 -0.001 -0.002
H -3.00327 -2.28933 -4.80870 -0.001 0.003 -0.007
H -2.47328 -0.84992 -2.89413 0.002 0.016 0.007
H 0.48235 -3.70571 -1.60001 0.007 0.000 -0.009
H -0.06607 -5.12425 -3.51795 0.001 -0.003 -0.003
H 2.20786 -1.43651 -1.38643 -0.036 -0.064 0.009
H 3.85160 -3.07556 -0.56816 0.007 -0.007 -0.004
H 3.29680 -4.52691 1.35529 -0.002 -0.012 -0.003
H 1.11291 -4.30931 2.49008 0.003 -0.002 0.009
H -0.50278 -2.61297 1.75690 0.002 -0.038 -0.059
H -2.16983 0.84060 0.95637 0.049 0.096 -0.010
H -4.29336 0.62307 2.14961 0.007 0.009 -0.001
H -5.46833 -1.54894 2.21790 -0.004 0.007 0.001
H -4.52737 -3.50489 1.04023 0.007 -0.007 -0.003
H -2.42508 -3.29466 -0.21770 -0.018 -0.007 0.011
```
Positions in Å, forces in eV/Å.

Results
Charge ... +2
HOMO level ... -13.940 eV
Gap between HOMO and LUMO ... 7.847 eV
Energy relative to the best compared isomer or geometry (same formula, charge and spin) ... 0.0 kJ/mol
Molecular weight ... 683.079 g mol⁻¹

***

3.
The following is a DFT calculation (the ωB97M-V functional and the def2-TZVPD basis) of a cluster of 2 separate species, C30H34BrN4O3S3 in total in a non-equilibrium geometry.

Geometry as XYZ:
```
75
Properties=species:S:1:pos:R:3:forces:R:3
C 3.29845 -3.55949 2.62638 -0.623 0.447 0.281
C 3.11920 -2.60743 3.89647 2.849 0.843 2.554
O 4.12010 -2.32988 4.60541 -3.442 -1.201 -2.681
O 1.86779 -2.00343 4.27835 1.800 -0.227 -1.995
C 2.02026 -0.59926 3.83805 -0.156 1.512 -0.134
C 0.58638 0.10017 3.61292 -0.061 -1.330 0.028
C -0.30361 -0.61838 2.46745 -0.443 0.535 -0.294
C -0.47570 0.36596 1.19597 -0.851 1.545 -2.048
C -1.64440 1.42164 1.19513 3.368 -0.780 -3.955
C -1.78401 2.31947 -0.09368 1.688 -1.864 0.457
C -3.00549 3.38537 -0.15582 -0.179 -1.023 -0.267
C -4.22253 2.99882 0.83495 -0.253 0.181 -0.876
C -4.98742 1.63877 0.39324 0.846 -1.021 0.665
S -6.76404 1.85568 0.96149 -0.173 -0.783 -0.378
C -7.87077 0.67120 0.07672 -1.156 -1.284 -1.506
S -8.96180 1.32350 -1.04431 1.655 -0.887 1.597
N -7.90407 -0.76724 0.28463 1.720 -2.014 -0.153
C -8.09695 -1.78745 -0.73873 0.189 -4.078 0.949
C -8.00648 -3.19928 -0.08819 0.632 5.518 0.458
N -7.79883 -3.02066 1.34450 0.908 4.899 -3.085
C -7.76362 -1.57411 1.50030 -0.143 -2.836 -0.179
C -0.79461 2.17392 -1.31255 -0.457 -1.945 2.149
C -1.04596 3.13149 -2.56310 1.167 2.291 2.101
C -0.53262 4.65740 -1.93753 3.537 -0.739 0.351
C 1.01003 4.63646 -1.27981 -2.398 1.399 -4.127
O 0.61579 5.31266 -2.67564 -2.349 -1.163 3.182
C 0.37753 1.11486 -1.31087 -3.574 1.173 2.828
C 0.49100 0.24240 -0.04221 -1.985 2.161 -0.224
S 1.81192 -1.03518 0.08751 0.045 1.037 -1.232
C 2.93007 -0.63023 -1.32126 1.331 1.153 -2.614
C 4.33992 -1.34351 -1.34815 -0.686 2.100 -2.408
C 5.33017 -1.08205 -2.50896 -1.926 2.417 -0.780
N 6.63949 -1.69416 -2.69112 -3.217 -1.505 3.279
C 6.94438 -2.56774 -1.74232 0.693 -0.152 -0.410
C 7.64897 -2.17175 -0.34254 -0.685 -0.629 -0.101
C 6.67259 -4.15333 -1.94388 0.717 0.499 0.306
C 4.89316 -0.04552 -3.62243 -2.905 -0.299 2.158
C 3.51407 0.63853 -3.57019 1.419 -2.341 2.417
C 2.47376 0.36430 -2.40701 4.163 -1.874 -0.753
N 1.18777 1.06081 -2.53005 0.297 -1.563 1.790
H 3.94324 -3.00433 1.85588 -1.023 -0.657 1.204
H 3.88641 -4.49173 2.94825 -1.076 1.438 -0.378
H 2.28119 -3.80504 2.16281 1.575 0.212 0.654
H 2.67237 -0.61668 2.88891 -1.174 0.379 1.278
H 2.56445 -0.00145 4.65490 -0.621 -1.042 -1.180
H 0.01919 -0.03014 4.61457 0.972 0.504 -1.586
H 0.66885 1.20505 3.31207 0.198 -1.653 0.787
H -1.33770 -0.83220 2.94131 1.552 0.466 -1.090
H 0.10285 -1.65344 2.16030 -0.444 1.728 0.442
H -2.35578 1.47718 2.07953 1.121 -0.090 -1.450
H -3.46530 3.38909 -1.21904 0.869 -0.054 1.628
H -2.65236 4.45715 0.03761 -0.408 -1.614 -0.024
H -3.85220 2.94318 1.91403 -0.742 0.145 -1.475
H -5.00361 3.84281 0.71609 1.304 -1.211 0.456
H -4.88559 1.40542 -0.71934 -0.346 0.608 1.427
H -4.59550 0.71164 0.96078 -0.350 1.581 -1.001
H -8.26436 -1.64268 -1.86437 0.257 0.390 2.272
H -8.08311 -4.21940 -0.61129 0.073 1.991 1.036
H -7.62368 -1.08463 2.52932 -0.302 -0.809 -2.041
H -2.14241 3.29667 -2.82945 1.570 -0.686 0.236
H -0.36577 2.94667 -3.45731 -1.071 0.085 1.294
H -1.35592 5.34305 -1.39681 2.180 -1.461 -1.538
H 1.30941 5.42579 -0.51790 -0.434 -1.342 -1.075
H 1.73109 3.87375 -1.71835 -1.140 0.574 1.685
H 4.62497 -2.05638 -0.50280 -0.565 1.138 -1.318
H 8.77410 -2.44442 -0.37310 -1.835 0.560 -0.176
H 7.47522 -1.07759 -0.06080 0.378 -1.541 -0.698
H 7.19491 -2.82909 0.48594 0.657 0.883 -1.208
H 7.52201 -4.78051 -1.47043 -1.366 1.010 -0.813
H 6.50171 -4.43621 -3.03717 0.343 0.632 1.571
H 5.71705 -4.40077 -1.36469 1.208 0.514 -0.689
H 5.59762 0.16556 -4.50037 -1.169 -0.401 1.572
H 3.21928 1.36897 -4.39998 0.479 -1.176 1.398
H 0.63552 0.69498 -3.32740 0.484 0.268 0.773
Br -10.38807 -1.76353 1.17910 -2.516 0.458 0.674
```
Positions in Å, forces in eV/Å.

Results
Charge ... -1
HOMO level ... -3.250 eV
Gap between HOMO and LUMO ... 3.570 eV
Molecular weight ... 674.732 g mol⁻¹